{
  "formula": "C8H14N4",
  "method": "ωB97M-V/def2-TZVPD",
  "symbols": ["N", "N", "N", "N", "C", "C", "C", "C", "C", "C", "C", "C", "H", "H", "H", "H", "H", "H", "H", "H", "H", "H", "H", "H", "H", "H"],
  "xyz": [[-0.24615, -1.99885, -0.42660], [-1.30065, -0.34712, 0.93112], [1.91891, -1.39935, 0.00738], [2.25516, 0.64370, 1.01975], [-1.74207, 1.09679, 0.86735], [-0.61241, 0.45258, -1.15577], [2.90833, 1.55815, 1.44070], [1.01665, -2.28847, -0.39966], [1.44083, -0.29153, 0.65893], [-0.81699, 1.65812, -0.26783], [-1.00978, -0.76171, -0.33813], [-1.80810, -0.35512, -1.58178], [0.08307, 2.19003, -0.08485], [-1.33102, 2.40570, -0.86828], [0.19791, 0.36536, -1.77441], [2.97715, -1.66384, -0.05600], [3.18030, 2.39674, 0.84150], [-1.77549, 1.60654, 1.81923], [0.30675, -0.21932, 0.97934], [-1.68541, -1.04173, -2.36919], [-0.78488, -2.78957, -0.84929], [-2.20645, -0.82056, 1.23589], [1.39805, -3.05081, -1.06773], [-2.81936, 0.04525, -1.42510], [-2.79185, 1.02513, 0.45917], [3.24750, 1.58387, 2.40426]],
  "e_lumo_ha": -0.3209,
  "total_energy_ha": -531.5077,
  "relative_energy_kcal_mol": 67.9,
  "smiles": "C=N/C=[NH+]/C=[NH+]\\[C@]12C[C@H]1CCN2",
  "charge": 2,
  "largest_force_ha_per_bohr": 0.1233
}

{
  "formula": "C35H52GaOP4",
  "method": "ωB97M-V/def2-TZVPD",
  "symbols": ["Ga", "P", "P", "P", "P", "O", "C", "C", "C", "C", "C", "C", "C", "C", "C", "C", "C", "C", "C", "C", "C", "C", "C", "C", "C", "C", "C", "C", "C", "C", "C", "C", "C", "C", "C", "C", "C", "C", "C", "C", "C", "H", "H", "H", "H", "H", "H", "H", "H", "H", "H", "H", "H", "H", "H", "H", "H", "H", "H", "H", "H", "H", "H", "H", "H", "H", "H", "H", "H", "H", "H", "H", "H", "H", "H", "H", "H", "H", "H", "H", "H", "H", "H", "H", "H", "H", "H", "H", "H", "H", "H", "H", "H"],
  "xyz": [[2.39496, -0.98148, -0.83281], [1.32690, -0.68795, -3.15342], [2.12862, -2.74236, 1.02062], [-1.10543, 0.82168, 3.08862], [-1.24619, -1.22525, -0.99699], [3.64144, 0.36009, -0.95658], [6.97423, 1.06980, -2.25836], [-4.66499, 2.89149, 3.27320], [0.60295, -2.96386, 1.90674], [0.41440, 3.09742, 3.96034], [-2.39159, 2.11605, 2.92753], [2.81626, 1.65069, 3.82853], [-2.32488, -1.37073, 6.96869], [-3.14479, 4.19084, 1.90730], [-2.29347, -0.89988, 0.49644], [-4.40489, 4.02161, 2.50156], [0.11575, 3.70999, -0.82613], [-2.37559, -0.32161, -2.18333], [2.82514, 3.00983, 4.18070], [7.15971, -0.43812, -0.39708], [2.84374, -0.56256, -4.16925], [5.78175, -0.56880, -0.31940], [3.38499, -2.19669, 2.20704], [-1.94040, -1.38214, 4.57869], [1.63065, 3.72315, 4.24244], [-2.14921, 3.23172, 2.10360], [5.58156, 0.98475, -2.19755], [0.39899, 1.74568, 3.57518], [7.77118, 0.38952, -1.34934], [4.97466, 0.21279, -1.15876], [1.60871, 1.02395, 3.52596], [-3.67732, 1.93103, 3.47956], [0.53660, 0.94943, -3.47390], [-2.32165, -2.04486, 5.74605], [-1.91612, -2.95010, -1.34244], [0.33399, -1.89073, -4.15072], [2.55718, -4.35569, 0.26695], [-1.54877, 0.64633, 5.87002], [1.21334, 3.89200, -0.07355], [-1.56239, -0.02239, 4.64034], [-1.93638, -0.02737, 7.03364], [-0.73797, -1.65251, -4.18629], [-2.27475, 0.17636, 0.71687], [1.12538, 1.50786, -4.21813], [-1.23778, 1.68993, 5.92243], [1.66865, -4.80728, -0.20196], [1.63383, 4.78162, 4.51368], [-2.11255, 0.74297, -2.15397], [2.06174, 4.49643, -0.40069], [0.70595, -1.91901, -5.18665], [3.68674, -1.14730, 2.02293], [2.63915, -0.76833, -5.23237], [-5.65182, 2.74916, 3.72517], [3.77222, 3.50173, 4.40644], [3.57474, -1.29831, -3.80729], [-1.59249, -3.62934, -0.54149], [4.96428, 1.47463, -2.95673], [8.82738, 0.50554, -1.34443], [3.02136, -2.29565, 3.24566], [-3.42520, -0.43594, -1.87557], [4.25724, -2.84531, 2.03222], [7.41720, 1.71398, -3.02783], [-2.62098, -3.09459, 5.69343], [-1.17411, 3.35629, 1.62160], [0.81906, -3.78896, 2.61235], [-0.67964, 2.99644, -0.56765], [-2.93509, 5.06498, 1.29463], [-0.49414, 0.86033, -3.85161], [-1.88261, -1.43101, 1.36438], [7.74832, -1.01958, 0.29799], [-0.00732, 4.22935, -1.78345], [0.45143, -2.89400, -3.71999], [0.51867, 1.53259, -2.54224], [-1.50848, -3.31489, -2.29516], [5.27296, -1.29994, 0.34788], [3.30610, -4.22328, -0.53349], [-2.62741, -1.89364, 7.88027], [-0.24273, -3.25033, 1.25833], [2.98462, -4.95042, 1.07309], [-3.88675, 1.04310, 4.07721], [1.39264, 3.23801, 0.79180], [0.34637, -2.05460, 2.47676], [3.28782, 0.43883, -4.07508], [3.74549, 1.08388, 3.79717], [-1.93908, -1.90434, 3.62152], [-3.01707, -2.93396, -1.38822], [-5.17977, 4.77570, 2.34782], [-1.93528, 0.50165, 7.98539], [1.59122, -0.03568, 3.25981], [2.60509, -2.53307, -0.84982], [-2.25995, -0.67966, -3.21388], [-3.33886, -1.21083, 0.34679], [-0.51119, 3.66402, 4.03231]],
  "e_lumo_ha": [-0.4049, -0.4108],
  "total_energy_ha": -4729.1940,
  "charge": 3,
  "largest_force_ha_per_bohr": 0.0694
}

{
  "formula": "C41H62NO19",
  "method": "ωB97M-V/def2-TZVPD",
  "symbols": ["O", "O", "O", "O", "O", "O", "O", "O", "O", "O", "O", "O", "O", "O", "O", "O", "O", "O", "O", "N", "C", "C", "C", "C", "C", "C", "C", "C", "C", "C", "C", "C", "C", "C", "C", "C", "C", "C", "C", "C", "C", "C", "C", "C", "C", "C", "C", "C", "C", "C", "C", "C", "C", "C", "C", "C", "C", "C", "C", "C", "C", "H", "H", "H", "H", "H", "H", "H", "H", "H", "H", "H", "H", "H", "H", "H", "H", "H", "H", "H", "H", "H", "H", "H", "H", "H", "H", "H", "H", "H", "H", "H", "H", "H", "H", "H", "H", "H", "H", "H", "H", "H", "H", "H", "H", "H", "H", "H", "H", "H", "H", "H", "H", "H", "H", "H", "H", "H", "H", "H", "H", "H", "H"],
  "xyz": [[33.44031, 21.86007, 36.34260], [23.16202, 20.52894, 43.93248], [25.96649, 22.83356, 37.61850], [28.72516, 16.77386, 44.50993], [23.01491, 23.53431, 42.33956], [21.40077, 20.10696, 41.93064], [33.26172, 16.88754, 36.46963], [26.83362, 19.97615, 40.65570], [33.93298, 14.72980, 43.52212], [24.89869, 19.57216, 38.70207], [27.10363, 23.78660, 39.77865], [33.51140, 21.95749, 39.06781], [32.26443, 19.91778, 43.09429], [32.20657, 20.43232, 46.93784], [29.19278, 18.09066, 40.48025], [31.42697, 23.82631, 37.94845], [21.71953, 22.70656, 39.96238], [32.85125, 17.21892, 39.16061], [28.05910, 20.46872, 38.07832], [30.11494, 22.46696, 41.53422], [23.08325, 19.51934, 40.14030], [25.45734, 19.99278, 41.01489], [33.82368, 20.12307, 48.54974], [32.91468, 20.96462, 47.73912], [28.66746, 16.06741, 39.16739], [28.89895, 18.77081, 45.62287], [24.53092, 19.73176, 39.87473], [33.25311, 18.22318, 38.49596], [25.88421, 23.56727, 39.85842], [31.31111, 21.90773, 42.24098], [25.15218, 23.66995, 41.10213], [23.60908, 23.46106, 41.11245], [29.84793, 25.44692, 37.42237], [33.42387, 20.81892, 36.93811], [30.58984, 23.80793, 41.17666], [32.79237, 22.44780, 47.95631], [22.92108, 23.05907, 39.85775], [29.37044, 17.38941, 45.32710], [30.38359, 24.08445, 37.27788], [25.15484, 23.09218, 38.62882], [30.55315, 16.84061, 46.26232], [35.68497, 16.33910, 44.22190], [33.28830, 18.15216, 37.07991], [34.51053, 15.71820, 43.28898], [29.88690, 21.75746, 40.25310], [31.07945, 20.31717, 42.50830], [22.67361, 19.93648, 41.61549], [29.84461, 23.05029, 36.22971], [23.55207, 20.28705, 42.75109], [30.28400, 16.17508, 41.25328], [34.23517, 16.63729, 42.07360], [33.47513, 20.76843, 38.40895], [28.53311, 19.73712, 37.28324], [28.85219, 22.44590, 42.39250], [33.28568, 19.54241, 36.26285], [29.38012, 16.86702, 40.26800], [33.41616, 19.52361, 39.19658], [24.93966, 20.19884, 42.41063], [27.71552, 19.08020, 36.17802], [23.61106, 22.85265, 38.64045], [30.11849, 19.59616, 37.26573], [28.95619, 25.26733, 37.93658], [29.20495, 22.31556, 36.74909], [30.84406, 15.79742, 45.89548], [30.36412, 26.07899, 38.07345], [27.94476, 23.06890, 42.19484], [33.72677, 22.95597, 47.58600], [31.22749, 15.92009, 40.81119], [33.40214, 19.41058, 40.38148], [28.49100, 21.27773, 42.48291], [29.90453, 24.23923, 40.39801], [26.81025, 19.62205, 36.50207], [34.77940, 20.69587, 48.85289], [34.18555, 19.30769, 47.97363], [31.61487, 22.38876, 43.20004], [27.52617, 18.08969, 36.23592], [29.29761, 22.41123, 43.36480], [25.62020, 20.27720, 43.25420], [30.51946, 22.57122, 35.57654], [29.48749, 25.94194, 36.64137], [33.83423, 15.99993, 41.22725], [31.36393, 17.52945, 46.06424], [30.63039, 19.83575, 36.36321], [28.02419, 19.31767, 35.23055], [33.30785, 16.12195, 37.09932], [32.48407, 22.72606, 49.07573], [36.70684, 16.12698, 43.59738], [29.37288, 20.78162, 40.39246], [28.82728, 19.26559, 44.60567], [30.64023, 16.78553, 42.09743], [31.60647, 23.98379, 40.71029], [33.55395, 17.46456, 42.20692], [30.94006, 21.62570, 40.03024], [21.03339, 19.96289, 41.24943], [31.91406, 22.96353, 47.42214], [29.79474, 19.47470, 45.86271], [29.04282, 23.57997, 35.56003], [23.04826, 22.63812, 37.74637], [30.92337, 19.64158, 41.73676], [29.36403, 15.49099, 38.51822], [32.28236, 21.97379, 41.74836], [22.35766, 19.61424, 39.26015], [32.37001, 19.81808, 44.07377], [30.87430, 24.60995, 41.98802], [30.31914, 18.55934, 37.25270], [30.57099, 20.09218, 38.02993], [33.40297, 19.41504, 35.26198], [30.39017, 20.39724, 43.37535], [35.26803, 16.84846, 41.60176], [22.03444, 23.40834, 42.01886], [28.19913, 15.23965, 39.62733], [29.30943, 22.37785, 39.67129], [28.12294, 19.10246, 46.33945], [30.14348, 16.62076, 47.22884], [35.64605, 15.71063, 45.07803], [33.64281, 22.67452, 38.52246], [33.26379, 20.08347, 49.70488], [29.86454, 15.29037, 41.41204], [25.59956, 22.32362, 36.87471], [25.88180, 23.98752, 41.83788], [27.90638, 16.63261, 38.62299], [35.53723, 17.42788, 44.33934], [27.06270, 20.11337, 39.62057]],
  "e_lumo_ha": -0.1590,
  "total_energy_ha": -3082.9101,
  "relative_energy_kcal_mol": 50.3,
  "charge": 1,
  "largest_force_ha_per_bohr": 0.3406
}